Record 1
{"formula": "C23H32N3O3S", "method": "wB97M-V/def2-TZVPD", "elements": ["C", "C", "C", "C", "C", "C", "C", "H", "H", "N", "C", "O", "C", "N", "C", "C", "C", "C", "C", "H", "H", "H", "H", "C", "C", "C", "C", "C", "C", "C", "H", "H", "H", "H", "H", "H", "H", "H", "H", "H", "H", "H", "H", "H", "H", "H", "S", "O", "O", "N", "C", "H", "H", "H", "C", "H", "H", "H", "H", "H", "H", "H"], "xyz": [[-6.22782, -2.47187, 0.24417], [-4.81869, -1.99636, 0.14220], [-4.43182, -0.72688, -0.26162], [-3.10948, -0.32556, -0.34269], [-2.09701, -1.18754, 0.06542], [-2.45019, -2.49177, 0.43194], [-3.77209, -2.87718, 0.44869], [-4.02631, -3.88735, 0.73080], [-1.67844, -3.19402, 0.70711], [-0.79376, -0.73839, 0.14398], [-0.43151, 0.53327, 0.47893], [-1.22633, 1.42655, 0.69523], [1.07380, 0.68654, 0.60374], [1.75691, -0.48538, 0.08912], [2.92950, -0.89560, 0.85149], [4.13593, 0.02132, 0.64789], [4.49873, 0.08358, -0.83660], [3.26867, 0.53021, -1.62916], [2.07894, -0.38672, -1.33183], [1.18889, -0.04111, -1.86446], [2.31241, -1.39806, -1.67842], [3.47730, 0.50463, -2.69938], [3.02328, 1.56201, -1.36580], [5.68821, 1.02255, -1.08577], [6.93632, 0.51141, -0.42271], [7.39286, 1.06064, 0.76789], [8.52654, 0.56269, 1.38652], [9.21753, -0.49503, 0.82185], [8.77163, -1.04906, -0.36635], [7.63926, -0.54859, -0.98257], [7.30006, -0.97919, -1.91441], [9.31001, -1.87051, -0.81551], [10.10276, -0.88318, 1.30257], [8.87180, 1.00316, 2.31025], [6.86089, 1.89045, 1.21203], [5.44681, 2.01862, -0.70862], [5.85261, 1.09872, -2.16313], [4.77945, -0.92387, -1.16472], [4.98107, -0.35661, 1.22373], [3.90194, 1.02516, 1.01083], [2.65535, -0.94634, 1.90807], [3.18669, -1.90674, 0.52104], [1.35463, 1.62616, 0.11104], [1.28937, 0.81423, 1.66894], [0.00290, -1.37866, 0.11582], [-2.87365, 0.64825, -0.73124], [-5.53519, 0.59587, -0.70630], [-5.06942, 1.36120, -1.80325], [-6.92378, 0.34714, -0.53511], [-5.27749, 1.83696, 0.76516], [-4.16631, 2.77344, 0.58151], [-4.27870, 3.63304, 1.24177], [-4.16461, 3.11681, -0.45165], [-3.21340, 2.28925, 0.79932], [-5.25331, 1.12017, 2.03634], [-4.30652, 0.59058, 2.13356], [-6.07689, 0.40819, 2.06491], [-5.35244, 1.81160, 2.87400], [-6.16196, 2.34554, 0.68048], [-6.38073, -3.30474, -0.44105], [-6.94526, -1.69556, 0.00679], [-6.42199, -2.84676, 1.24831]], "nbo_charge": [-0.662, 0.008, -0.293, -0.238, 0.159, -0.159, -0.185, 0.235, 0.234, -0.629, 0.704, -0.649, -0.327, -0.478, -0.207, -0.431, -0.207, -0.412, -0.221, 0.200, 0.202, 0.222, 0.195, -0.413, -0.043, -0.213, -0.202, -0.215, -0.218, -0.164, 0.198, 0.216, 0.218, 0.216, 0.207, 0.208, 0.218, 0.201, 0.236, 0.195, 0.201, 0.200, 0.222, 0.241, 0.450, 0.263, 2.261, -0.858, -0.877, -0.542, -0.464, 0.233, 0.250, 0.271, -0.440, 0.239, 0.238, 0.239, 0.436, 0.247, 0.249, 0.237], "smiles": "Cc1ccc(NC(=O)CN2CCC(Cc3ccccc3)CC2)cc1S(=O)(=O)[NH+](C)C", "total_charge": 1, "homo_energy_ev": -10.62}

Record 2
{"formula": "C23H32N3O7P2RhSi", "method": "wB97M-V/def2-TZVPD", "elements": ["Rh", "C", "Si", "C", "N", "C", "C", "C", "C", "C", "C", "C", "C", "C", "C", "C", "C", "C", "C", "C", "C", "C", "H", "H", "H", "H", "H", "H", "H", "H", "H", "H", "H", "H", "H", "H", "H", "H", "H", "H", "H", "H", "H", "H", "H", "H", "O", "P", "O", "O", "O", "P", "O", "O", "O", "H", "H", "C", "N", "C", "C", "N", "C", "H", "H", "H", "H", "H", "H"], "xyz": [[0.02242, 0.52102, 0.03805], [0.07270, 0.50728, 2.07118], [1.57970, -0.41940, 2.62577], [2.72325, 0.05195, 1.19862], [2.03980, -0.21962, -0.10440], [2.64718, 0.65802, -1.15179], [4.13501, 0.40133, -1.35341], [4.39723, -1.09790, -1.61895], [3.08628, -1.87500, -1.70870], [2.24687, -1.67680, -0.45699], [1.42041, -2.27225, 2.76736], [2.56041, -3.03015, 3.05710], [2.50192, -4.41210, 3.14087], [1.29353, -5.06470, 2.92979], [0.15343, -4.33140, 2.64031], [0.21720, -2.94623, 2.56212], [2.32711, 0.26948, 4.20712], [2.50065, -0.51132, 5.35124], [3.03024, 0.02956, 6.51601], [3.39942, 1.36529, 6.55771], [3.23384, 2.16148, 5.43228], [2.70131, 1.61558, 4.27435], [0.16256, 1.56328, 2.37117], [-0.87895, 0.14579, 2.46468], [3.70794, -0.42270, 1.21159], [2.89480, 1.13181, 1.27270], [2.46284, 1.69678, -0.85407], [2.12318, 0.49631, -2.08645], [4.70990, 0.75326, -0.49506], [4.44820, 1.00726, -2.20470], [5.01035, -1.51787, -0.81615], [4.96294, -1.22528, -2.54194], [3.28316, -2.94528, -1.79664], [2.52449, -1.58661, -2.59849], [2.74309, -2.14380, 0.39418], [1.28854, -2.16740, -0.55665], [3.51293, -2.53388, 3.22174], [3.39608, -4.98068, 3.36335], [1.24487, -6.14489, 2.98168], [-0.78491, -4.83727, 2.45397], [-0.67316, -2.39035, 2.29769], [2.21803, -1.55746, 5.33266], [3.15525, -0.59469, 7.39180], [3.81495, 1.78668, 7.46417], [3.51956, 3.20560, 5.45918], [2.57364, 2.25606, 3.40669], [-1.61438, -0.14652, -3.92485], [-0.23994, -0.18026, -3.11579], [0.91120, -0.30675, -4.01322], [-0.25472, 0.92858, -2.07265], [-0.37399, -1.57951, -2.24833], [-1.29557, -2.00010, -1.03132], [-2.69199, -1.24663, -1.40870], [-1.51809, -3.43946, -0.89951], [-0.72558, -1.30140, 0.23526], [-2.36650, -0.18930, -3.31780], [-3.39502, -1.90668, -1.35470], [-2.91615, 5.06208, 0.40599], [-2.71831, 3.62803, 0.27890], [-3.66775, 2.69389, -0.05431], [-3.03260, 1.49163, -0.08847], [-1.71100, 1.68375, 0.21340], [-1.55576, 2.97400, 0.43189], [-3.98232, 5.26884, 0.38912], [-2.44021, 5.58758, -0.41992], [-2.50597, 5.41512, 1.34978], [-4.69349, 2.96511, -0.22891], [-3.41515, 0.51544, -0.31522], [-0.63548, 3.46526, 0.70515]], "nbo_charge": [1.133, -1.038, 1.662, -0.692, -0.406, -0.248, -0.426, -0.406, -0.428, -0.230, -0.529, -0.144, -0.244, -0.201, -0.196, -0.169, -0.405, -0.204, -0.216, -0.208, -0.206, -0.227, 0.200, 0.232, 0.224, 0.215, 0.193, 0.264, 0.201, 0.226, 0.195, 0.219, 0.225, 0.246, 0.205, 0.237, 0.198, 0.211, 0.213, 0.219, 0.231, 0.219, 0.214, 0.213, 0.210, 0.196, -0.991, 2.562, -1.120, -1.193, -1.119, 2.560, -1.042, -1.097, -1.005, 0.508, 0.519, -0.403, -0.318, -0.076, -0.062, -0.445, 0.193, 0.224, 0.219, 0.218, 0.227, 0.253, 0.209], "total_charge": 0, "homo_energy_ev": -9.05}

Record 3
{"formula": "C23H32N6O4SSb2V", "method": "wB97M-V/def2-TZVPD", "elements": ["V", "N", "N", "C", "O", "O", "H", "H", "H", "C", "Sb", "C", "C", "C", "C", "C", "C", "C", "C", "C", "Sb", "C", "C", "H", "H", "H", "H", "H", "H", "H", "H", "H", "H", "H", "H", "H", "H", "H", "H", "H", "H", "H", "H", "N", "C", "C", "C", "C", "C", "C", "S", "O", "O", "N", "C", "N", "C", "C", "C", "N", "H", "H", "H", "H", "H", "H", "H", "H", "H"], "xyz": [[-0.00121, -0.07182, 0.66332], [3.33216, -0.26424, 0.00191], [2.85602, -1.50737, -0.44424], [1.51087, -1.65208, -0.79610], [1.02156, -2.78127, -0.74391], [0.89223, -0.56115, -1.12447], [4.23716, -0.07918, -0.40866], [3.39930, -0.24382, 1.01412], [3.24078, -2.33691, -0.01717], [1.89506, 2.65549, -1.73264], [0.96913, 2.71652, 0.18564], [2.56730, 3.61617, 1.27554], [-0.19071, 4.49881, -0.20813], [-1.13350, 4.89626, 0.88626], [-0.61724, 5.53357, 2.01530], [-1.42444, 5.91212, 3.07338], [-2.78759, 5.66445, 3.01073], [-3.31500, 5.04344, 1.89222], [-2.51217, 4.64594, 0.82158], [-3.14964, 3.94312, -0.33836], [-2.86764, 1.79592, -0.21571], [-3.72321, 1.60583, 1.73227], [-4.67709, 1.27808, -1.24907], [1.96666, 3.65354, -2.16494], [1.32064, 1.99586, -2.37975], [2.88936, 2.22820, -1.61771], [3.01094, 4.42372, 0.69391], [3.31875, 2.85236, 1.47064], [2.20949, 3.99902, 2.22972], [-0.69476, 4.31694, -1.15637], [0.55252, 5.27986, -0.38057], [0.44690, 5.73978, 2.05599], [-0.99273, 6.40021, 3.93728], [-3.43779, 5.95819, 3.82438], [-4.38236, 4.86152, 1.83747], [-2.77186, 4.29049, -1.29978], [-4.22869, 4.10192, -0.32769], [-4.59604, 2.25396, 1.81347], [-2.99418, 1.86241, 2.49678], [-4.03618, 0.57148, 1.88022], [-5.52740, 1.75757, -0.76423], [-4.81419, 0.19751, -1.22222], [-4.63025, 1.59439, -2.29026], [0.40692, -5.62270, 5.62069], [0.36288, -4.33693, 5.11681], [0.69165, -4.09038, 3.77830], [0.69974, -2.80163, 3.28705], [0.37234, -1.74083, 4.12832], [0.03970, -1.97014, 5.45505], [0.04167, -3.25983, 5.94826], [0.26985, -0.11775, 3.47610], [1.32412, -0.03127, 2.42348], [0.35150, 0.83731, 4.53559], [-1.06232, -0.01277, 2.60359], [-1.79095, -1.15286, 2.33264], [-2.55990, -1.78087, 3.21470], [-3.14554, -2.89117, 2.77515], [-2.98344, -3.39675, 1.49164], [-2.16727, -2.67731, 0.63989], [-1.59988, -1.55154, 1.05834], [0.35757, -6.37415, 4.95429], [-0.10087, -5.79602, 6.47113], [0.95174, -4.91561, 3.12642], [0.96051, -2.62945, 2.24848], [-0.21992, -1.13468, 6.09106], [-0.20587, -3.44106, 6.98721], [-3.77178, -3.41010, 3.49350], [-3.46064, -4.31319, 1.17952], [-1.93076, -2.99134, -0.36935]], "nbo_charge": [1.050, -0.647, -0.506, 0.840, -0.700, -0.840, 0.354, 0.355, 0.369, -0.980, 1.118, -0.987, -0.756, -0.040, -0.204, -0.210, -0.215, -0.197, -0.052, -0.740, 1.065, -0.987, -0.989, 0.219, 0.242, 0.240, 0.225, 0.235, 0.236, 0.230, 0.236, 0.206, 0.214, 0.213, 0.205, 0.229, 0.230, 0.222, 0.253, 0.224, 0.223, 0.228, 0.229, -0.789, 0.186, -0.223, -0.166, -0.414, -0.119, -0.276, 2.337, -1.015, -0.909, -1.023, 0.581, -0.463, 0.109, -0.332, 0.123, -0.588, 0.385, 0.384, 0.212, 0.231, 0.244, 0.214, 0.201, 0.233, 0.234], "total_charge": 0, "multiplicity": 4, "homo_energy_ev": [-7.58, -8.19]}